1.
A molecular structure, C45H61ClN5OPSSr, computed with ωB97M-V with the def2-TZVPD basis set.

Last column: Mulliken charge in e.
Element x y z (Å)
1 H -6.12558 -0.71947 2.96382  0.5341
2 C -4.73363 -2.52389 -0.13639  -0.6330
3 C 1.24872 0.13289 2.22592  -1.2377
4 C 3.04129 5.20316 0.64159  -1.0726
5 H -4.48963 -1.53980 -2.63497  0.2883
6 H -0.52220 -0.34578 -5.85681  0.4138
7 C -2.78761 3.75306 0.62648  -1.2985
8 N -3.07101 1.08801 1.44272  -0.1807
9 C 4.06260 -1.62082 5.16534  -0.8540
10 H 0.56456 -0.51059 2.78982  0.2459
11 C -2.39110 1.95847 2.38620  0.9032
12 H 5.28954 -5.56096 1.83867  0.3050
13 H -1.34971 -2.70325 1.07420  0.2491
14 C 0.34361 -0.28348 -3.88745  0.6819
15 H 5.65700 -2.63197 1.02396  0.1424
16 C -4.58006 -0.78114 1.49990  -0.3216
17 H 0.23986 4.35692 -0.55427  -0.0090
18 C -2.59866 3.46177 2.11199  0.5698
19 H -3.00334 4.80828 0.47715  0.5743
20 C -1.94549 -2.95440 -2.23644  0.7367
21 C -1.40408 4.23359 2.66889  -1.3432
22 C 2.00399 0.55902 -2.54552  -0.5517
23 Sr 0.65886 0.32327 -0.45729  1.5933
24 H -1.28022 4.03892 3.73124  0.3980
25 H -2.18135 1.07959 4.40888  0.2550
26 H 0.08343 -2.98863 -4.34837  0.4057
27 C 3.18781 1.47576 -2.38334  -1.3308
28 H -3.62263 3.17935 0.23381  0.4456
29 Cl 1.29651 1.64532 3.17946  -0.3868
30 C 4.12706 2.86704 0.99932  -1.2388
31 H 1.00990 -3.43959 -2.90825  0.1932
32 C 3.09693 -2.80568 5.09776  -0.7477
33 H 4.45940 -1.52696 6.17325  0.3912
34 C 2.13963 -0.86701 -2.61510  0.4830
35 H -0.68725 2.36584 -3.57329  0.1654
36 C 2.99801 -3.42752 2.67652  0.1343
37 N 2.45428 -2.93752 3.81165  -0.0487
38 C 1.14238 -1.36674 -3.43600  1.2609
39 C -0.92985 -4.43567 -0.11577  -0.6710
40 H -1.31782 1.73534 2.31105  -0.6813
41 C -4.05750 -1.41521 0.36686  0.4503
42 C -4.24029 1.54358 -3.99310  -0.7272
43 H 4.35777 3.00331 2.05378  0.3540
44 H -2.26826 1.83320 -1.26281  -0.0638
45 C 0.39950 2.28145 -3.64630  -1.4715
46 H 6.76912 -3.53431 2.06291  0.3826
47 C -2.95410 1.49740 3.75961  -0.4147
48 H -0.66035 -6.00868 -1.54200  0.3672
49 H 4.73069 -3.96030 3.59292  0.2179
50 C -4.60895 0.21840 -3.83373  -0.7918
51 N 1.16970 4.44601 -0.17365  0.0797
52 H 1.63136 -2.37527 3.65146  0.1585
53 H -1.42915 -1.24995 -4.65842  0.3256
54 C 0.86060 0.88634 -3.35123  1.0794
55 H -3.13053 3.18030 -3.16368  0.3772
56 H 2.30278 -2.67332 5.83395  0.3966
57 H -3.50712 3.79312 2.63051  0.2722
58 H 3.61915 -3.73514 5.34171  0.3465
59 C -3.26955 0.05533 -1.84411  0.5912
60 C -2.91679 1.39005 -2.00661  0.2385
61 C -3.82850 0.30672 2.09865  0.0922
62 O -3.88035 0.46389 3.43819  -0.4632
63 C 1.81610 5.58899 0.14693  0.5752
64 H 3.83194 5.83414 0.99341  0.4917
65 H 3.53753 -0.70456 4.90823  0.2260
66 H -1.53917 5.30343 2.52640  0.4322
67 H 6.57347 -3.99447 0.36905  0.3783
68 H -4.31899 -3.08624 -0.96272  0.3336
69 N 1.89973 3.35602 0.09279  0.4651
70 H 0.85372 2.99198 -2.95296  0.0649
71 C -1.00462 -4.99678 -1.38092  -0.6065
72 H 3.96024 -2.01796 -2.66916  0.3109
73 P -2.50659 -0.76652 -0.39236  1.3430
74 H -4.59479 2.10285 -4.84771  0.3912
75 C -4.14796 -0.52213 -2.75839  -0.1861
76 H 3.87328 1.12385 -1.61187  0.2518
77 H -1.49077 0.50829 -4.65780  0.1084
78 H 4.89297 -1.74292 4.47116  0.2400
79 H -1.55153 -4.68963 -3.42456  0.4243
80 H 2.77499 -2.57608 -1.49301  0.2808
81 C -3.40586 2.13961 -3.06110  -0.4597
82 H -3.49342 2.28576 4.29265  0.3498
83 H -2.31407 -2.37931 -3.07159  0.0079
84 H 2.25558 -0.26964 2.34395  0.3907
85 C -1.50652 -4.25414 -2.43605  -1.1241
86 C -1.38144 -3.14837 0.08519  -0.9946
87 H 5.03077 3.05721 0.42346  0.3576
88 H 0.67859 2.58334 -4.66035  0.2729
89 C 4.90495 -4.56214 1.60991  -0.6359
90 C -5.93263 -2.93348 0.41935  -0.8795
91 H 1.83344 -3.13366 -4.43159  0.4347
92 C -6.45855 -2.27447 1.52017  -0.7425
93 H -1.88331 3.49017 0.07861  -0.1928
94 H 3.72254 -1.11632 -1.17213  0.0706
95 H -7.40004 -2.59462 1.93631  0.4111
96 C 6.05160 -3.62143 1.24601  -0.9751
97 C 3.20644 -1.68293 -1.95110  -1.5627
98 N 4.17460 -4.08052 2.75870  -0.0984
99 H 4.20451 -4.63821 0.77565  0.3554
100 C -1.91103 -2.40037 -0.96763  0.7971
101 C 3.04445 3.79535 0.58514  0.5431
102 H -6.46316 -3.77046 -0.01322  0.4720
103 H 0.33041 7.03957 0.61057  0.2547
104 H 3.79880 1.84211 0.83417  -0.0191
105 H 2.89513 2.49767 -2.14207  0.3297
106 H 3.74778 1.50440 -3.32441  0.2976
107 H -0.49102 3.91886 2.16672  0.1132
108 H -0.51028 -4.99740 0.70526  0.4719
109 H 0.85991 7.04294 -1.07127  0.2984
110 H -5.26751 -0.24416 -4.55742  0.4283
111 C -5.76359 -1.22242 2.08162  -0.6574
112 C 1.00323 -2.80902 -3.79950  -1.6754
113 S 2.13460 -3.29581 1.26427  -0.2590
114 C -0.83532 -0.34964 -4.80894  -1.4845
115 C 1.19511 6.92341 -0.04214  -1.3444
116 H 1.91228 7.70416 0.19112  0.3635

Cartesian forces, eV/Å:
H -0.09 0.03 0.12
C 0.04 0.03 -0.06
C -0.11 -0.56 -0.86
C -0.32 -0.01 -0.15
H 0.06 -0.06 0.00
H -0.03 0.02 -0.06
C -0.19 -0.02 0.39
N -0.68 -0.02 -0.05
C -0.19 -0.18 0.04
H 0.05 -0.17 -0.03
C 0.08 0.20 0.29
H -0.06 0.05 -0.04
H 0.13 -0.07 0.08
C -0.44 -0.32 0.18
H -0.01 0.09 -0.05
C -0.25 -0.48 -0.11
H 0.18 0.02 0.07
C 0.15 -0.05 -0.13
H 0.11 0.17 -0.05
C -0.05 -0.02 -0.07
C -0.31 -0.06 -0.03
C 0.53 -0.11 -1.46
Sr -0.52 -0.30 0.91
H 0.11 0.02 0.16
H -0.09 0.04 -0.03
H -0.10 -0.10 -0.05
C -0.12 0.04 -0.01
H 0.03 -0.06 -0.17
Cl -0.02 0.98 0.60
C -0.14 -0.08 -0.05
H -0.04 -0.09 -0.07
C 0.33 0.17 0.05
H 0.11 0.05 0.09
C 0.38 0.71 0.37
H -0.04 0.11 -0.03
C -0.21 -0.12 0.38
N 0.07 0.01 0.00
C -0.49 -0.19 0.12
C 0.06 -0.17 0.05
H -0.07 0.11 0.12
C 0.07 0.27 0.53
C 0.09 0.10 0.02
H 0.00 -0.08 0.08
H 0.02 0.13 -0.04
C 0.00 -0.10 -0.12
H 0.04 0.00 0.03
C 0.60 0.44 0.11
H 0.03 -0.04 -0.03
H -0.18 -0.03 0.02
C -0.15 -0.17 -0.10
N -0.04 0.45 0.03
H 0.07 -0.01 -0.10
H -0.07 -0.07 -0.02
C 0.67 0.45 0.63
H 0.03 0.05 -0.01
H 0.07 -0.09 0.01
H 0.00 -0.11 -0.02
H -0.12 -0.03 0.07
C 0.24 0.03 0.05
C 0.06 -0.13 0.04
C 0.48 0.80 -0.12
O -0.46 -0.57 0.09
C 0.16 -0.04 0.07
H 0.11 0.19 0.06
H -0.02 0.13 -0.03
H 0.01 0.15 0.02
H 0.11 0.00 -0.09
H 0.02 0.03 -0.01
N -0.21 -1.01 -0.14
H -0.02 0.10 0.00
C -0.04 -0.07 -0.03
H 0.11 -0.03 0.00
P -0.04 -0.71 -0.71
H -0.05 0.06 0.01
C 0.00 0.08 0.06
H 0.09 0.08 0.11
H -0.08 0.01 -0.03
H 0.06 0.01 -0.04
H 0.02 0.00 -0.06
H 0.17 -0.02 0.07
C -0.03 0.11 -0.14
H 0.09 -0.03 -0.06
H -0.05 0.05 -0.07
H 0.04 -0.25 0.03
C -0.07 -0.14 -0.04
C -0.04 0.15 0.00
H 0.09 -0.05 -0.05
H -0.01 0.13 0.00
C 0.38 -0.05 -0.35
C -0.04 0.03 -0.05
H 0.05 -0.04 -0.06
C 0.00 -0.03 -0.02
H 0.10 -0.03 -0.17
H 0.02 -0.08 0.04
H -0.10 -0.04 0.12
C -0.23 -0.14 0.04
C -0.04 -0.06 -0.16
N 0.06 0.21 0.47
H 0.09 -0.05 0.20
C 0.09 0.08 0.00
C -0.22 0.07 -0.03
H 0.01 -0.07 0.01
H -0.05 0.08 0.04
H 0.10 -0.05 0.09
H 0.09 0.01 0.07
H 0.12 0.06 0.04
H 0.15 -0.01 -0.01
H 0.04 -0.01 0.07
H -0.01 0.13 -0.07
H -0.02 -0.02 0.00
C 0.03 0.05 -0.01
C 0.10 0.06 0.05
S -0.45 0.09 -0.79
C 0.10 -0.03 -0.01
C -0.09 -0.05 -0.01
H 0.01 0.07 -0.02

As for the LUMO energy: 0.505 eV. As for the multiplicity: 1. The calculation puts the frontier orbital gap at 6.8 eV.

2.
A single C5H6O3 molecule, computed with ωB97M-V with the def2-TZVPD basis set.

Last column: Mulliken charge in e.
Element x y z (Å)
1 O -0.24135 -1.83349 0.04369  -0.5896
2 C -1.57807 0.67406 -0.06044  0.1005
3 H 0.87473 -0.46521 -1.91328  0.2216
4 H 1.65177 1.03125 0.67091  0.3623
5 H -0.85858 -1.38906 -0.67349  0.4177
6 O -0.91570 0.79697 2.23453  -0.5381
7 C 1.40722 0.22879 -1.27689  -0.5433
8 O -1.80476 -0.07785 -1.00054  -0.5181
9 H -2.02837 1.67712 0.02150  0.3667
10 C 1.13690 0.35022 0.00762  -0.3968
11 C 0.21123 -0.82906 0.82687  0.0103
12 H 0.76853 -1.18911 1.69577  0.3926
13 H 2.19439 0.79971 -1.74802  0.2867
14 C -0.81796 0.22566 1.17177  0.4276

Cartesian forces, eV/Å:
O -1.15 0.00 -2.19
C -1.30 -0.54 -0.60
H 0.05 -0.24 0.06
H 0.03 0.12 0.01
H 1.32 -1.19 1.75
O -0.30 0.04 -0.66
C -0.03 0.10 -0.06
O 0.01 1.24 0.71
H 0.06 0.03 -0.23
C 0.06 -2.41 1.24
C 0.55 3.08 -0.57
H -0.01 0.14 -0.21
H -0.14 0.32 -0.07
C 0.83 -0.69 0.83

The SMILES is C=C[C@H](O)C(=O)C=O. As for the LUMO energy: -0.961 eV. As for the multiplicity: 1. The calculation puts the frontier orbital gap at 8.6 eV.

multiplicity of number 1 (C45H61ClN5OPSSr)?
1

Look up the multiplicity of the second one.
1

multiplicity of number 1 (C45H61ClN5OPSSr)?
1